(1)
Molecular formula: C9H9Cl2NO
Method: DFT, ωB97M-V/def2-TZVPD

Values from the calculation:
- Energy: -38061.24165 eV
- Energy relative to the best compared isomer or geometry (same formula, charge and spin): 0.00 kJ/mol
- Frontier orbital gap: 9.02 eV
- Lowest unoccupied orbital energy: 0.60 eV
- SMILES: CC(C)=Nc1c(Cl)ccc(O)c1Cl

Last column: Löwdin charge in e.
Cartesian coordinates (Å):
Cl (-0.3368, 0.8192, -2.7430)  0.6713
Cl (-1.2122, -0.7098, 2.4758)  0.7034
N (-0.6020, -1.1207, -0.4715)  0.0953
O (-1.3920, 2.2070, 2.8924)  0.0209
C (0.5550, -1.7427, -0.6697)  -0.3609
C (-0.6636, 2.5651, -0.6496)  -0.0881
C (-0.9980, 2.9177, 0.6853)  -0.0055
C (-0.5562, 1.2345, -1.0573)  -0.5926
C (-1.0099, 0.5448, 1.2433)  -0.4872
C (-0.6670, 0.1970, -0.0651)  -0.3445
C (-1.1535, 1.8827, 1.5820)  -0.3502
C (0.5552, -3.1695, -1.0584)  -0.0446
C (1.9105, -1.0753, -0.5085)  -0.0210
H (-1.1926, 1.4604, 3.4821)  0.0613
H (-0.5022, 3.3465, -1.3743)  0.0996
H (-1.0925, 3.9635, 0.9451)  0.1188
H (-0.4869, -3.4656, -1.2692)  0.0895
H (0.8784, -3.7611, -0.1907)  0.0922
H (1.2497, -3.3323, -1.9176)  0.0966
H (2.6288, -1.5655, -1.1508)  0.0734
H (2.1799, -1.2010, 0.5421)  0.0934
H (1.9079, 0.0050, -0.7223)  0.0788



(2)
Molecular formula: C9H9ClF3O9
Method: DFT, ωB97M-V/def2-TZVPD

Values from the calculation:
- Energy: -48585.71251 eV
- Net charge: -1
- Energy relative to the best compared isomer or geometry (same formula, charge and spin): 0.00 kJ/mol
- Frontier orbital gap: 8.80 eV
- Lowest unoccupied orbital energy: 2.88 eV

Last column: Löwdin charge in e.
Cartesian coordinates (Å):
Cl (-22.2024, 1.0854, 20.7435)  -0.3737
C (-24.2024, -2.1293, 19.0532)  -0.0418
C (-24.4458, -0.6760, 18.6971)  -0.3207
O (-25.8505, -0.5661, 18.7678)  0.1328
C (-26.4111, -1.7935, 18.7205)  -0.5587
O (-27.5745, -2.0206, 18.6741)  0.1636
O (-25.4501, -2.7534, 18.7284)  0.0688
F (-24.0488, -0.4149, 17.4085)  0.0442
H (-23.9998, -2.2574, 20.1148)  0.1296
H (-23.4256, -2.5546, 18.4251)  0.1420
H (-24.0007, 0.0656, 19.3552)  0.0399
C (-22.3177, 2.4688, 17.3758)  -0.0687
C (-21.3031, 3.3809, 18.0384)  -0.3299
O (-21.0043, 4.2895, 16.9766)  0.1186
C (-22.1240, 4.4006, 16.2154)  -0.5688
O (-22.3245, 5.2589, 15.4210)  0.1580
O (-22.9725, 3.3816, 16.4801)  0.0684
F (-20.1603, 2.7350, 18.3676)  0.0521
H (-22.9755, 2.0035, 18.1018)  0.0816
H (-21.7763, 1.7159, 16.8015)  0.1449
H (-21.6522, 3.9087, 18.9254)  0.1625
C (-23.5678, -1.0676, 23.1602)  -0.0789
C (-22.0998, -1.3618, 23.3945)  -0.2957
O (-22.0036, -2.7257, 23.0623)  0.1163
C (-23.2307, -3.3052, 23.2153)  -0.5702
O (-23.4103, -4.4765, 23.2219)  0.1627
O (-24.1752, -2.3597, 23.3263)  0.0692
F (-21.8407, -1.2620, 24.7547)  0.0281
H (-23.7646, -0.6687, 22.1659)  0.0632
H (-23.9742, -0.3805, 23.8965)  0.1386
H (-21.3601, -0.7814, 22.8571)  0.1217



(3)
Molecular formula: C9H9ClN2
Method: DFT, ωB97M-V/def2-TZVPD

Values from the calculation:
- Energy: -24977.15655 eV
- Energy relative to the best compared isomer or geometry (same formula, charge and spin): 438.21 kJ/mol
- Frontier orbital gap: 7.79 eV
- Lowest unoccupied orbital energy: -0.17 eV

Last column: Löwdin charge in e.
Cartesian coordinates (Å):
C (1.7377, 0.0860, 1.1952)  -0.2176
C (-1.9608, 1.6390, 1.0125)  -0.1048
C (-1.6252, 0.5104, 1.6761)  -0.0265
C (-1.5382, 1.9190, -0.2982)  -0.0623
C (-0.6468, -0.3899, 1.0459)  -0.2908
C (-0.7545, 1.0078, -0.9887)  -0.0298
C (-0.3598, -0.2475, -0.4110)  -0.2854
C (0.2927, -1.2825, -0.9832)  0.0884
C (2.7576, 0.0885, 0.4231)  -0.7642
N (0.6555, -0.1211, 1.7230)  0.1483
N (3.7796, -0.7779, 0.1363)  0.0470
Cl (2.7792, 1.7471, -0.1687)  0.6510
H (-2.3751, 2.4472, 1.5840)  0.1015
H (-2.1556, 0.2531, 2.5611)  0.1002
H (-2.0657, 2.7348, -0.7450)  0.0984
H (-0.8410, -1.4568, 1.2772)  0.1482
H (-0.3614, 1.2144, -1.9522)  0.0986
H (0.3638, -2.2685, -0.4113)  0.1080
H (0.7073, -1.3443, -1.8752)  0.0128
H (3.4765, -1.5147, -0.4955)  0.0878
H (4.6447, -0.2789, -0.0999)  0.0913



(4)
Molecular formula: C9H9ClN2O2
Method: DFT, ωB97M-V/def2-TZVPD

Values from the calculation:
- <S²>: 2.021
- Multiplicity: 3
- Energy: -29071.05481 eV
- Energy relative to the best compared isomer or geometry (same formula, charge and spin): 0.00 kJ/mol
- Frontier orbital gap (spin up / spin down): 6.61 / 5.32 eV
- Lowest unoccupied orbital energy (spin up / spin down): -0.52 / -3.47 eV

Last column: Mulliken spin population.
Cartesian coordinates (Å):
C (-1.4995, 2.6090, -0.2074)  0.0072
C (-2.2700, 1.5408, -0.4321)  0.0102
C (-0.1184, 2.4034, 0.2015)  0.0355
C (0.3254, 1.1370, 0.2499)  -0.0077
C (-1.7271, 0.2816, -0.5467)  0.0249
C (1.8764, 0.9860, 0.2821)  -0.0503
C (0.0421, -1.2839, 0.0482)  0.7364
C (0.4442, -1.4914, 1.4365)  0.0149
C (0.0110, -2.3234, -0.9399)  0.0376
N (-0.4596, 0.0419, -0.0638)  -0.0020
N (2.1886, -0.0673, -0.4480)  0.6648
O (-2.4512, -0.6269, -0.9259)  0.0430
O (2.5494, 1.8700, 0.7525)  0.2510
Cl (3.8186, -0.7623, -0.5895)  0.1229
H (-1.8494, 3.6272, -0.2628)  0.0023
H (-3.2574, 1.6385, -0.7608)  0.0011
H (0.5849, 3.1748, 0.3646)  0.0039
H (0.3547, -0.5853, 1.9842)  0.0050
H (1.3629, -1.9977, 1.5471)  0.0263
H (-0.1032, -2.2981, 1.8460)  0.0259
H (0.5950, -2.0979, -1.8496)  0.0188
H (-1.0337, -2.5399, -1.0849)  0.0252
H (0.6165, -3.2357, -0.6013)  0.0032



(5)
Molecular formula: C9H9DyFN2O2S2
Method: DFT, ωB97M-V/def2-TZVPD

Values from the calculation:
- <S²>: 9.829
- Multiplicity: 6
- Energy: -64982.13929 eV
- Net charge: +3
- Frontier orbital gap (spin up / spin down): 5.32 / 7.96 eV
- Lowest unoccupied orbital energy (spin up / spin down): -13.99 / -11.40 eV

Last column: Mulliken spin population.
Cartesian coordinates (Å):
O (-0.6367, 1.7513, 3.0162)  -0.0236
S (-1.1262, 0.3973, 3.4093)  -0.0005
O (-2.5668, 0.4635, 3.8088)  -0.0085
F (-0.1308, -0.1226, 4.6665)  -0.0034
N (-0.9875, -0.7995, 2.1502)  0.0068
C (-1.5510, -0.3067, 0.8404)  -0.0157
C (-0.9040, -1.1183, -0.4229)  0.0011
C (0.1490, -0.1382, -1.1539)  -0.0140
C (1.6409, -0.5762, -1.2098)  -0.0431
C (2.6240, 0.4325, -1.9084)  0.2522
C (2.1210, 1.8533, -2.5211)  0.2169
C (0.6146, 2.2710, -2.4519)  -0.0326
C (-0.3423, 1.2418, -1.7629)  -0.0016
N (-1.8878, -1.8282, 2.5522)  -0.4418
C (-1.3160, -3.0179, 2.4311)  0.2898
S (-1.0383, -4.5751, 1.9057)  -0.7896
H (-2.7062, -0.3490, 0.8027)  -0.0030
H (-1.2833, 0.8038, 0.7369)  -0.0099
H (-1.7144, -1.4126, -1.1940)  -0.0002
H (-0.4308, -2.1162, -0.0967)  0.0014
H (1.9963, -1.5659, -0.7664)  0.0019
H (3.7636, 0.1080, -1.9728)  0.0680
H (2.8431, 2.6129, -3.0313)  0.0498
H (0.2017, 3.2602, -2.8389)  0.0004
H (-1.4675, 1.4508, -1.6227)  0.0003
Dy (4.1356, 1.2799, -3.3665)  5.4989



(6)
Molecular formula: C9H9IIrN6Se4
Method: DFT, ωB97M-V/def2-TZVPD

Values from the calculation:
- <S²>: 1.246
- Multiplicity: 2
- Energy: -290730.98472 eV
- Net charge: +2
- Energy relative to the best compared isomer or geometry (same formula, charge and spin): 15.38 kJ/mol
- Frontier orbital gap (spin up / spin down): 5.49 / 5.63 eV
- Lowest unoccupied orbital energy (spin up / spin down): -8.68 / -8.54 eV

Last column: Mulliken spin population.
Cartesian coordinates (Å):
Ir (-0.9672, 0.9444, -1.0662)  0.8079
N (2.9264, 0.7126, 0.4287)  -0.0010
C (3.3423, 0.8128, -0.8786)  0.0049
C (2.2158, 0.9296, -1.6309)  -0.0077
N (1.1280, 0.9007, -0.7898)  0.0341
C (1.5858, 0.7699, 0.4475)  -0.0078
C (0.6151, 0.7089, 1.5213)  -0.0209
N (-0.6659, 0.7817, 1.1984)  0.1108
C (-1.3745, 0.6996, 2.3673)  -0.0128
C (-0.5008, 0.5791, 3.4061)  -0.0022
N (0.7550, 0.5861, 2.8539)  -0.0039
H (3.5396, 0.6261, 1.2243)  -0.0001
H (4.3830, 0.7990, -1.1496)  0.0000
H (2.1129, 1.0406, -2.6963)  0.0042
H (-2.4493, 0.7405, 2.3945)  0.0037
H (-0.6558, 0.4955, 4.4673)  0.0002
H (1.6144, 0.5222, 3.3768)  0.0025
Se (-3.2374, 0.7784, -1.6097)  -0.4222
Se (-4.2508, 2.8006, -1.7946)  -0.1963
Se (-2.6191, 4.3682, -1.6210)  0.2028
Se (-0.6919, 3.2675, -1.1913)  0.4956
I (1.0395, -4.9174, -1.6246)  0.0001
C (-0.1553, -3.2918, -1.2313)  0.0011
C (-1.4237, -3.2814, -0.6891)  0.0043
N (-1.8163, -1.9998, -0.6203)  -0.0020
N (-0.8708, -1.1675, -1.0970)  0.0038
C (0.1438, -1.9479, -1.4656)  0.0052
H (-2.0631, -4.0819, -0.3558)  0.0004
H (-2.6919, -1.6472, -0.2666)  -0.0022
H (1.0323, -1.5293, -1.9078)  -0.0025



(7)
Molecular formula: C9H9N
Method: DFT, ωB97M-V/def2-TZVPD

Values from the calculation:
- Energy: -10964.49254 eV
- Energy relative to the best compared isomer or geometry (same formula, charge and spin): 380.89 kJ/mol
- Frontier orbital gap (spin up / spin down): 7.65 / 6.72 eV
- Lowest unoccupied orbital energy (spin up / spin down): -0.81 / -1.49 eV

Last column: Löwdin charge in e.
Cartesian coordinates (Å):
C (1.6477, 2.0141, -0.3823)  -0.2341
C (-2.0947, -0.6388, 1.3788)  -0.0700
C (-1.5673, 0.2850, 2.3409)  -0.0235
C (-1.0269, -1.0322, 0.5806)  -0.0287
C (-0.2759, 0.6741, 1.9333)  -0.0591
C (1.4513, -0.3147, 0.1824)  -0.0989
C (1.3070, 0.7630, -0.8810)  -0.1948
C (0.1445, -0.2144, 0.9511)  -0.2005
C (0.9558, 0.7360, -2.2961)  -0.0428
N (1.8278, 3.0391, 0.0992)  0.1792
H (-3.0406, -0.9355, 1.4243)  0.0486
H (-2.0612, 0.5464, 3.1877)  0.0736
H (-0.9448, -1.7874, -0.2341)  0.1151
H (0.3233, 1.4018, 2.3703)  0.0835
H (1.5206, -1.3469, -0.0699)  0.1058
H (2.2951, -0.2503, 0.8145)  0.1077
H (0.8226, -0.2188, -2.6175)  0.0478
H (1.5515, 1.3120, -2.9720)  0.0918
H (-0.0626, 1.0535, -2.4876)  0.0993



(8)
Molecular formula: C9H9N
Method: DFT, ωB97M-V/def2-TZVPD

Values from the calculation:
- Energy: -10964.61441 eV
- Energy relative to the best compared isomer or geometry (same formula, charge and spin): 369.13 kJ/mol
- Frontier orbital gap: 9.59 eV
- Lowest unoccupied orbital energy: 0.98 eV
- SMILES: C#CN(C)c1ccccc1

Last column: Löwdin charge in e.
Cartesian coordinates (Å):
C (2.7606, 0.3195, 2.0278)  0.0904
C (1.6123, 0.0422, 1.7896)  -0.0620
C (-0.9806, 0.9757, -2.5091)  -0.1317
C (-0.6233, 1.9021, -1.5560)  -0.0561
C (-0.9923, -0.3322, -2.2141)  -0.0994
C (-0.2083, 1.3849, -0.3060)  -0.0323
C (-0.5435, -0.8134, -0.9890)  -0.0176
C (-0.2203, 0.0608, 0.0511)  -0.2882
C (-0.0997, -1.6480, 1.9719)  -0.0882
N (0.0592, -0.2867, 1.4012)  -0.0802
H (3.6282, 0.7723, 2.3483)  0.0004
H (-1.3960, 1.3243, -3.4264)  0.0981
H (-0.9615, 2.9054, -1.6406)  0.0956
H (-1.3170, -1.0112, -3.0207)  0.1167
H (0.0843, 2.0893, 0.4739)  0.1143
H (-0.5362, -1.8097, -0.6779)  0.0762
H (-0.9515, -2.2165, 1.3972)  0.1206
H (0.9426, -2.0825, 1.8734)  0.0909
H (-0.2568, -1.5763, 3.0053)  0.0525



(9)
Molecular formula: C9H9N2O
Method: DFT, ωB97M-V/def2-TZVPD

Values from the calculation:
- Energy: -14496.60004 eV
- Net charge: +1
- Energy relative to the best compared isomer or geometry (same formula, charge and spin): 251.82 kJ/mol
- Frontier orbital gap: 9.68 eV
- Lowest unoccupied orbital energy: -4.31 eV

Last column: Löwdin charge in e.
Cartesian coordinates (Å):
C (-3.5129, 0.4142, 0.1042)  -0.0491
C (-2.8607, -0.6352, 0.8469)  -0.0242
C (-2.7813, 1.3873, -0.5745)  -0.0303
C (-1.4561, -0.7327, 0.8310)  -0.0458
C (-1.3500, 1.2573, -0.6079)  -0.0298
C (-0.8120, 0.2019, 0.0434)  0.0221
C (1.6946, -1.0298, -0.6322)  -0.0239
C (3.3689, 0.2531, 0.4435)  -0.4771
C (3.1878, -0.9149, -0.4913)  -0.0045
N (2.0799, 0.6912, 0.6362)  0.1376
N (1.1453, -0.0761, -0.0094)  0.0697
O (4.3381, 0.8310, 0.7497)  0.1736
H (-4.5939, 0.3533, -0.0961)  0.1239
H (-3.5201, -1.5143, 1.1334)  0.1445
H (-3.3377, 2.1170, -1.1966)  0.1335
H (-1.0182, -1.6545, 1.0891)  0.1050
H (-0.7548, 2.0037, -1.0784)  0.1161
H (1.1347, -1.8799, -1.0802)  0.1667
H (3.5135, -1.8421, 0.0360)  0.1619
H (3.6696, -0.6211, -1.4453)  0.1641
H (1.8652, 1.3906, 1.2985)  0.1662



(10)
Molecular formula: C9H9N2P
Method: DFT, ωB97M-V/def2-TZVPD

Values from the calculation:
- Energy: -21741.87607 eV
- Energy relative to the best compared isomer or geometry (same formula, charge and spin): 132.63 kJ/mol
- Frontier orbital gap (spin up / spin down): 6.16 / 8.38 eV
- Lowest unoccupied orbital energy (spin up / spin down): -1.19 / -0.59 eV

Last column: Löwdin charge in e.
Cartesian coordinates (Å):
C (-2.3162, 1.1167, 0.3462)  -0.1214
C (-2.2481, 0.0408, 1.2811)  -0.1089
C (-1.2274, 1.9737, 0.2953)  -0.1156
C (-1.0789, -0.2591, 1.9597)  -0.0589
C (0.0155, 1.5788, 0.7702)  -0.0546
C (0.0947, 0.4343, 1.6128)  -0.3618
C (2.3838, -1.3452, -1.9110)  -0.3196
C (1.3988, -0.9518, -1.0292)  -0.2590
C (1.2879, -0.0090, 2.1145)  0.0999
N (1.9631, -1.5864, -3.2037)  -0.0541
N (0.6318, -1.3004, -3.2619)  -0.3681
P (-0.0627, -0.8244, -1.8758)  0.8833
H (-3.3201, 1.3983, -0.1744)  0.1311
H (-3.2251, -0.6468, 1.3030)  0.1423
H (-1.2331, 2.8905, -0.1744)  0.0758
H (-1.2123, -1.1382, 2.5081)  0.0920
H (0.9623, 2.0344, 0.6924)  0.0967
H (3.3933, -1.8041, -1.6804)  0.1076
H (2.1392, 0.6588, 1.9640)  0.0791
H (1.3602, -0.7927, 2.6824)  0.0069
H (0.2933, -1.4679, -4.2189)  0.1074



(11)
Molecular formula: C9H9N3O2
Method: DFT, ωB97M-V/def2-TZVPD

Values from the calculation:
- Energy: -18041.07737 eV
- Energy relative to the best compared isomer or geometry (same formula, charge and spin): 451.25 kJ/mol
- Frontier orbital gap: 7.98 eV
- Lowest unoccupied orbital energy: -0.59 eV
- SMILES: O=c1cc[nH]c(=O)[nH]1.c1ccncc1

Last column: Löwdin charge in e.
Cartesian coordinates (Å):
C (0.7444, -1.8618, 1.2488)  -0.4874
C (1.3382, -1.4431, 0.0390)  -0.0243
C (0.5915, -0.7753, -0.8457)  -0.1438
C (-1.4013, -0.7368, 0.5869)  -0.5044
C (1.5379, 1.1727, -0.9068)  -0.1516
C (0.7934, 1.3077, 0.3200)  -0.0871
C (-0.5023, 1.6846, 0.3938)  -0.0740
C (-1.1042, 1.8370, -0.8583)  -0.1114
C (-0.2479, 2.1238, -1.8788)  -0.1611
H (-1.1748, -1.8217, 2.2762)  0.1903
H (2.3850, -1.4710, -0.0863)  0.1186
H (1.1589, -0.3553, -1.7666)  0.1644
H (-1.2919, -0.1164, -1.3375)  0.1274
H (2.5007, 0.8019, -0.8532)  0.0987
H (1.5306, 1.2100, 1.0925)  0.1278
H (-0.9869, 1.6393, 1.2922)  0.1001
H (-2.1221, 2.1657, -0.8361)  0.1219
H (-0.7920, 2.6547, -2.6778)  0.1154
N (-0.6182, -1.5562, 1.4263)  0.2136
N (-0.7453, -0.5740, -0.6519)  0.1031
N (1.0738, 1.7946, -2.1125)  0.0943
O (1.3108, -2.4231, 2.1551)  0.0675
O (-2.5206, -0.3532, 0.8037)  0.1020